Record 1
Formula: C31H23AlF3N3O6S
Source: the Open Molecules 2025 dataset
Level of theory: ωB97M-V with the def2-TZVPD basis set

Each line ends with the natural charge from an NBO analysis.
Positions of all 68 atoms, in Å:
Al (8.072, 15.009, 6.925)  1.912
C (6.259, 21.732, 7.958)  -0.614
C (7.388, 21.696, 6.949)  -0.032
C (8.571, 22.520, 7.452)  -0.406
C (9.734, 22.479, 6.509)  -0.434
C (10.139, 21.049, 6.254)  0.006
C (11.483, 20.696, 5.955)  -0.224
C (11.790, 19.349, 5.803)  0.404
F (13.087, 19.014, 5.624)  -0.308
C (10.824, 18.351, 5.804)  -0.243
C (9.490, 18.642, 6.086)  -0.047
C (8.483, 17.583, 6.209)  0.474
O (8.873, 16.354, 5.943)  -0.762
C (7.159, 17.997, 6.477)  -0.325
C (6.863, 19.365, 6.592)  0.188
N (7.818, 20.317, 6.693)  -0.320
C (9.156, 20.013, 6.352)  0.149
C (6.076, 16.937, 6.535)  0.805
O (4.923, 17.281, 6.507)  -0.594
O (6.508, 15.712, 6.508)  -0.870
H (5.963, 22.770, 8.098)  0.235
H (6.555, 21.311, 8.927)  0.226
H (5.396, 21.222, 7.562)  0.216
H (7.012, 22.101, 5.962)  0.209
H (8.834, 22.164, 8.457)  0.217
H (8.216, 23.547, 7.617)  0.235
H (10.612, 23.016, 6.885)  0.236
H (9.442, 22.946, 5.562)  0.227
H (12.237, 21.458, 5.936)  0.241
H (11.116, 17.320, 5.666)  0.262
H (5.850, 19.691, 6.687)  0.246
F (12.757, 16.454, 8.979)  -0.321
C (12.013, 15.437, 8.479)  0.448
C (10.644, 15.610, 8.473)  -0.346
C (9.862, 14.742, 7.733)  -0.370
C (10.423, 13.680, 6.992)  -0.236
C (11.811, 13.543, 7.065)  0.459
F (12.421, 12.489, 6.396)  -0.340
C (12.633, 14.382, 7.788)  -0.373
C (9.591, 12.871, 6.087)  0.255
C (9.982, 11.692, 5.447)  -0.230
C (8.984, 10.962, 4.745)  -0.097
C (7.669, 11.441, 4.695)  -0.261
C (7.389, 12.694, 5.192)  0.105
N (8.315, 13.366, 5.935)  -0.625
H (10.239, 16.477, 9.007)  0.219
H (13.702, 14.215, 7.729)  0.256
H (11.023, 11.358, 5.536)  0.267
H (9.252, 10.001, 4.284)  0.239
H (6.840, 10.852, 4.355)  0.243
H (6.450, 13.207, 4.996)  0.228
N (7.068, 14.255, 8.649)  -0.895
C (6.948, 12.857, 9.094)  0.183
C (8.059, 12.254, 9.649)  -0.313
C (7.975, 11.037, 10.313)  -0.158
C (6.723, 10.342, 10.368)  -0.301
C (5.611, 10.973, 9.702)  -0.168
C (5.742, 12.169, 9.003)  -0.293
S (6.477, 8.798, 11.204)  2.390
O (5.077, 9.019, 11.682)  -1.016
O (6.561, 7.627, 10.348)  -0.982
O (7.567, 8.973, 12.166)  -1.011
H (7.517, 14.726, 9.420)  0.401
H (6.151, 14.663, 8.567)  0.409
H (9.023, 12.754, 9.632)  0.211
H (8.868, 10.603, 10.814)  0.251
H (4.652, 10.465, 9.754)  0.251
H (4.863, 12.519, 8.453)  0.213

Calculated values
gap between HOMO and LUMO: 5.1474 eV
E_tot: -74863.8866 eV
charge: 0
LUMO: -1.98 eV
max |F|: 3.3 eV/A

***

Record 2
Formula: C31H23MgN6O3
Source: the Open Molecules 2025 dataset
Level of theory: ωB97M-V with the def2-TZVPD basis set

Each line ends with the natural charge from an NBO analysis.
Positions of all 64 atoms, in Å:
Mg (0.846, 0.338, -0.400)  1.756
O (-0.686, -3.810, -0.923)  -0.704
C (-0.943, -4.015, 0.382)  0.426
C (-1.737, -5.114, 0.717)  -0.311
C (-2.031, -5.384, 2.039)  -0.186
C (-1.539, -4.564, 3.054)  -0.279
C (-0.757, -3.474, 2.719)  -0.136
C (-0.450, -3.175, 1.393)  -0.234
C (0.357, -1.972, 1.044)  0.586
O (0.570, -1.715, -0.210)  -0.874
N (0.784, -1.238, 2.049)  -0.475
N (1.429, -0.117, 1.528)  -0.429
C (2.393, 0.391, 2.188)  0.125
C (3.301, 1.366, 1.580)  -0.264
C (4.103, 2.160, 2.405)  -0.157
C (5.077, 2.997, 1.898)  -0.312
C (5.287, 3.003, 0.513)  -0.190
C (4.535, 2.212, -0.327)  -0.331
C (3.492, 1.383, 0.157)  0.484
O (2.770, 0.694, -0.667)  -0.905
H (-0.133, -2.988, -0.971)  0.518
H (-2.111, -5.737, -0.086)  0.212
H (-2.652, -6.239, 2.284)  0.199
H (-1.770, -4.774, 4.090)  0.201
H (-0.371, -2.810, 3.481)  0.232
H (2.612, 0.002, 3.185)  0.169
H (3.947, 2.103, 3.478)  0.196
H (5.679, 3.612, 2.554)  0.199
H (6.060, 3.638, 0.091)  0.196
H (4.700, 2.216, -1.398)  0.211
C (-4.593, -0.203, 2.434)  -0.270
C (-4.973, -0.167, 1.099)  -0.212
C (-4.026, -0.110, 0.086)  -0.287
C (-2.650, -0.088, 0.375)  0.250
C (-2.288, -0.072, 1.730)  -0.272
C (-3.236, -0.144, 2.735)  -0.191
N (-1.637, 0.035, -0.578)  -0.664
C (-1.737, -0.474, -1.795)  0.225
C (-2.686, -1.452, -2.272)  -0.276
C (-2.750, -1.790, -3.586)  -0.170
C (-1.896, -1.213, -4.574)  -0.296
C (-0.931, -0.344, -4.172)  -0.182
C (-0.794, -0.023, -2.803)  0.037
N (0.129, 0.836, -2.296)  -0.273
N (0.672, 1.729, -3.004)  -0.258
C (1.279, 2.717, -2.174)  0.329
C (2.044, 3.698, -2.789)  -0.253
C (2.502, 4.758, -2.030)  -0.160
C (2.184, 4.820, -0.682)  -0.278
C (1.430, 3.787, -0.149)  0.069
N (0.978, 2.760, -0.865)  -0.515
H (-5.335, -0.266, 3.220)  0.198
H (-6.025, -0.178, 0.835)  0.197
H (-4.359, -0.036, -0.939)  0.209
H (-1.236, -0.029, 1.984)  0.226
H (-2.908, -0.156, 3.768)  0.201
H (-3.318, -1.959, -1.558)  0.224
H (-3.461, -2.549, -3.892)  0.201
H (-1.986, -1.508, -5.611)  0.202
H (-0.220, 0.087, -4.866)  0.219
H (2.253, 3.608, -3.846)  0.224
H (3.103, 5.535, -2.488)  0.208
H (2.523, 5.630, -0.052)  0.217
H (1.187, 3.772, 0.908)  0.201

Calculated values
gap between HOMO and LUMO: 5.8373 eV
E_tot: -53053.0256 eV
charge: -1
LUMO: 1.84 eV
max |F|: 0.6 eV/A

***

Record 3
Formula: C31H23N6O5RuSb
Source: the Open Molecules 2025 dataset
Level of theory: ωB97M-V with the def2-TZVPD basis set

Each line ends with the natural charge from an NBO analysis.
Positions of all 67 atoms, in Å:
Ru (-0.224, -0.095, -2.083)  1.201
N (2.286, -2.221, -2.771)  -0.744
C (2.714, -0.976, -2.668)  0.639
N (4.016, -0.730, -2.774)  -0.557
C (4.391, 0.539, -2.687)  0.613
N (5.685, 0.822, -2.767)  -0.724
N (3.548, 1.608, -2.524)  -0.519
C (2.298, 1.285, -2.439)  0.464
N (1.789, 0.027, -2.475)  -0.621
C (1.282, 2.366, -2.296)  0.154
C (1.602, 3.702, -2.274)  -0.185
C (0.567, 4.624, -2.146)  -0.108
C (-0.740, 4.178, -2.050)  -0.217
C (-0.990, 2.818, -2.076)  0.095
N (0.009, 1.936, -2.197)  -0.462
H (2.972, -2.934, -2.954)  0.429
H (1.299, -2.466, -2.713)  0.453
H (6.347, 0.078, -2.907)  0.426
H (5.991, 1.778, -2.730)  0.422
H (2.638, 3.996, -2.355)  0.263
H (0.785, 5.683, -2.124)  0.246
H (-1.566, 4.869, -1.953)  0.253
H (-1.986, 2.400, -2.003)  0.253
O (-4.758, -4.047, -1.642)  -0.427
C (-3.874, -3.264, -1.804)  0.437
C (-2.372, -3.638, -1.989)  0.235
O (-1.893, -4.774, -1.990)  -0.448
C (-1.723, -2.396, -2.118)  0.266
C (-2.705, -1.255, -2.018)  0.343
O (-2.225, -0.027, -2.106)  -0.680
C (-4.014, -1.716, -1.835)  0.197
O (-5.056, -1.059, -1.689)  -0.461
O (-0.436, -2.084, -2.223)  -0.701
C (0.334, 4.036, 2.912)  -0.193
C (1.307, 3.514, 2.068)  -0.196
C (1.090, 2.299, 1.434)  -0.271
C (-0.098, 1.602, 1.651)  -0.290
C (-1.074, 2.128, 2.490)  -0.243
C (-0.851, 3.347, 3.122)  -0.197
Sb (-0.348, -0.263, 0.693)  1.210
C (-2.210, -0.945, 1.377)  -0.307
C (-3.361, -0.247, 1.014)  -0.258
C (-4.602, -0.712, 1.423)  -0.179
C (-4.689, -1.873, 2.179)  -0.178
C (-3.542, -2.570, 2.533)  -0.195
C (-2.294, -2.110, 2.133)  -0.255
C (1.045, -1.439, 1.742)  -0.290
C (1.159, -1.269, 3.121)  -0.250
C (2.073, -2.033, 3.830)  -0.200
C (2.873, -2.956, 3.167)  -0.171
C (2.761, -3.121, 1.795)  -0.208
C (1.845, -2.362, 1.078)  -0.244
H (0.504, 4.981, 3.411)  0.228
H (2.236, 4.048, 1.913)  0.222
H (1.864, 1.889, 0.792)  0.205
H (-2.001, 1.593, 2.661)  0.231
H (-1.606, 3.754, 3.782)  0.230
H (-3.306, 0.635, 0.386)  0.220
H (-5.498, -0.192, 1.116)  0.237
H (-5.659, -2.246, 2.480)  0.232
H (-3.617, -3.482, 3.111)  0.230
H (-1.404, -2.666, 2.401)  0.226
H (0.543, -0.545, 3.643)  0.225
H (2.161, -1.909, 4.902)  0.229
H (3.584, -3.551, 3.726)  0.227
H (3.380, -3.847, 1.283)  0.226
H (1.744, -2.512, 0.009)  0.212

Calculated values
gap between HOMO and LUMO (spin up / spin down): 4.8801 / 5.1107 eV
E_tot: -60809.9330 eV
expectation value of S²: 8.798
2S+1: 6
charge: +1
LUMO (spin up / spin down): -4.14 / -5.42 eV
max |F|: 0.6 eV/A

***

no.,molar mass (g mol⁻¹)
1,649.58
2,551.87
3,782.39